No. 1
The following is a DFT calculation (ωB97M-V/def2-TZVPD) of a cluster of 2 separate species, C30H27N3O2 in total.

Last column: Mulliken charge in e.
Positions of all 62 atoms, in Å:
C: 5.795225 1.951652 -2.220022  -0.971
N: 4.536877 1.745912 -1.517659  0.132
C: 3.516180 2.647666 -1.526876  -0.744
C: 2.366473 2.072285 -0.937238  0.025
C: 1.133718 2.697624 -0.672796  -0.843
C: -0.161970 2.206191 -0.986498  1.015
C: -0.364468 1.056894 -1.798557  -0.691
C: -1.622619 0.516989 -1.983190  0.642
C: -2.786020 1.196895 -1.507064  0.554
N: -4.030048 0.671111 -1.696899  0.010
C: -4.265791 -0.526145 -2.481909  -0.566
C: -3.082444 -1.474985 -2.433633  -0.944
C: -1.767420 -0.759890 -2.738864  -0.872
C: -5.254355 1.384914 -1.382738  -0.655
C: -5.048217 2.423157 -0.296291  -0.779
C: -3.837026 3.288249 -0.618003  -0.934
C: -2.613643 2.469446 -0.869286  0.576
C: -1.339442 2.902911 -0.557712  -1.582
C: 2.731717 0.692892 -0.623118  1.195
C: 1.975286 -0.430185 -0.315432  0.170
C: 2.609965 -1.686515 -0.357813  -1.553
C: 3.993330 -1.806152 -0.539402  -0.878
C: 4.778869 -0.669977 -0.786276  -1.020
C: 4.112743 0.546936 -0.919142  0.436
H: 6.401257 1.048342 -2.128413  0.298
H: 5.592980 2.165189 -3.281883  0.350
H: 6.353409 2.802842 -1.797595  0.317
H: 3.622970 3.633074 -1.983310  0.475
H: 1.185940 3.746630 -0.353753  0.452
H: 0.487383 0.563398 -2.263088  0.715
H: -5.144451 -1.026439 -2.056480  0.376
H: -4.533087 -0.271202 -3.525033  0.285
H: -3.018130 -1.934220 -1.436944  0.338
H: -3.252626 -2.268785 -3.162645  0.377
H: -1.721176 -0.540972 -3.819262  0.326
H: -0.920847 -1.421779 -2.508942  0.368
H: -5.652560 1.867367 -2.296577  0.298
H: -6.004707 0.644163 -1.068220  0.402
H: -5.951771 3.031876 -0.233909  0.374
H: -4.902890 1.923495 0.667055  0.330
H: -4.081864 3.874092 -1.517639  0.299
H: -3.631039 3.991595 0.188149  0.394
H: -1.205747 3.836085 0.008240  0.382
H: 0.941255 -0.296794 -0.020684  0.898
H: 2.028990 -2.588137 -0.178239  0.563
H: 4.401734 -2.813435 -0.465611  0.432
H: 5.858185 -0.747555 -0.885670  0.312
C: 0.356588 -2.902410 6.240797  -0.424
C: 0.336850 -1.789557 5.370519  -0.388
C: 0.682805 -2.013890 4.032428  0.260
C: 1.005566 -3.274593 3.561733  0.139
C: 1.043390 -4.388426 4.408261  -0.368
C: 0.717260 -4.182769 5.769031  -0.397
C: 1.285758 -3.123691 2.094564  0.212
O: 1.621753 -4.055113 1.362637  -0.771
N: 1.093994 -1.797244 1.761105  -0.050
C: 0.790824 -1.040530 2.869860  -0.158
O: 0.621397 0.171183 2.968819  -0.738
H: 0.090119 -2.766004 7.288220  0.364
H: 0.065963 -0.780088 5.677777  0.447
H: 1.317057 -5.373341 4.013729  0.428
H: 0.740544 -5.020209 6.467385  0.362

Cartesian forces (eV/Å) of the 2 atoms listed first:
0.1 0.2 -0.1
-0.6 0.8 0.1

***

No. 2
The following is a DFT calculation (ωB97M-V/def2-TZVPD) of a cluster of 8 separate species, C43H71ClFNO16 in total.

Last column: Mulliken charge in e.
Positions of all 133 atoms, in Å:
C: 0.547343 4.990625 -1.222246  -1.591
C: 0.693522 6.403427 -1.844834  -0.223
C: -0.496223 6.760862 -2.712690  0.139
C: -1.208870 5.802961 -3.390867  -0.281
C: -2.298948 6.084683 -4.150730  -0.613
C: -3.000902 4.917040 -4.813431  -1.424
C: -3.602901 4.039314 -3.699391  1.030
C: -4.738340 4.759773 -2.993240  -1.514
F: -4.034186 2.827747 -4.214597  -0.273
C: -2.743897 7.380747 -4.270902  0.696
Cl: -4.169340 7.714201 -5.203024  -0.225
C: -2.030896 8.360269 -3.630018  0.710
C: -0.918217 8.057121 -2.864041  0.181
C: -0.192089 9.210598 -2.209669  0.021
O: 1.022919 9.223658 -2.096858  -0.558
C: -1.044921 10.339618 -1.759039  -0.889
C: -2.124066 10.620395 -2.480906  0.424
N: -3.009357 11.670234 -2.104943  -0.699
C: -2.454639 9.813904 -3.705485  -0.164
O: -3.033594 10.298792 -4.658589  -0.573
H: 1.230694 4.287981 -1.705683  0.212
H: -0.475104 4.617552 -1.296142  0.630
H: 0.777154 5.014480 -0.156572  0.364
H: 1.639248 6.539339 -2.364802  0.424
H: 0.674464 7.100612 -1.007556  0.353
H: -0.868688 4.780660 -3.291237  0.948
H: -2.333185 4.346883 -5.461147  0.303
H: -3.852898 5.245238 -5.407307  0.546
H: -2.848257 3.828195 -2.936223  -0.037
H: -5.077968 4.143991 -2.158821  0.452
H: -4.421142 5.710090 -2.563861  0.322
H: -5.555666 4.960136 -3.689135  0.317
H: -0.796135 10.921107 -0.880734  0.449
H: -3.403759 11.403840 -1.208240  0.292
H: -3.784841 11.650003 -2.764442  0.309
O: -3.140455 0.212458 -0.641600  -0.612
C: -3.195168 -0.327573 -1.711158  0.758
O: -4.009868 -1.386406 -1.877439  -0.397
C: -4.260106 -1.993322 -3.151757  -0.275
C: -3.170987 -2.974870 -3.530057  -0.637
C: -2.316774 0.105244 -2.859925  0.242
H: -4.419389 -1.233905 -3.918507  0.174
H: -5.203854 -2.525042 -3.039902  0.341
H: -2.202384 -2.482965 -3.626104  -0.119
H: -3.406648 -3.458689 -4.478108  0.420
H: -3.067303 -3.738890 -2.757498  0.347
H: -1.318563 -0.309528 -2.718703  -0.245
H: -2.257492 1.190981 -2.856611  -0.164
H: -2.692645 -0.185537 -3.838444  0.130
O: 2.905212 3.128630 -1.864171  -0.644
C: 3.731855 3.279083 -1.000806  0.790
O: 4.071792 4.523829 -0.635184  -0.345
C: 4.924605 4.813127 0.478480  -0.399
C: 6.388216 4.696648 0.107530  -1.032
C: 4.434542 2.097981 -0.386882  -0.400
H: 4.659937 4.194709 1.337364  0.360
H: 4.701272 5.842322 0.755564  0.361
H: 6.645704 3.684145 -0.202951  0.272
H: 7.019252 4.967695 0.954104  0.366
H: 6.618080 5.356228 -0.730087  0.324
H: 5.215150 1.760117 -1.068604  0.249
H: 3.703209 1.300991 -0.254755  -0.308
H: 4.870660 2.287312 0.591171  0.404
O: -4.459024 -1.310868 -6.785862  -0.560
C: -4.839848 -0.319527 -7.349741  0.853
O: -4.781477 0.857266 -6.709704  -0.276
C: -5.063466 2.123563 -7.317308  0.133
C: -6.550758 2.407822 -7.345905  -1.118
C: -5.449058 -0.387726 -8.730368  -1.203
H: -4.604171 2.193886 -8.305283  0.374
H: -4.567861 2.862029 -6.690428  -0.228
H: -7.091720 1.672314 -7.942124  0.356
H: -6.743400 3.397016 -7.762463  0.375
H: -6.960074 2.363298 -6.336327  0.317
H: -6.481811 -0.721644 -8.641337  0.279
H: -4.887840 -1.113509 -9.314642  0.334
H: -5.421476 0.551399 -9.277511  0.364
O: 1.889998 -0.447110 -0.215533  -0.534
C: 1.687404 -1.036710 -1.240699  0.767
O: 0.789817 -2.039143 -1.253361  -0.358
C: 0.361496 -2.704927 -2.442948  -0.192
C: 1.331886 -3.791176 -2.859200  -1.233
C: 2.473980 -0.720491 -2.491096  -0.731
H: 0.172392 -1.984620 -3.241958  0.311
H: -0.599896 -3.153087 -2.194898  0.265
H: 2.316803 -3.385210 -3.090194  0.301
H: 0.961905 -4.318296 -3.739247  0.373
H: 1.464101 -4.507635 -2.048107  0.320
H: 3.450876 -1.197866 -2.420394  0.287
H: 2.605004 0.360060 -2.545354  0.086
H: 1.990032 -1.029435 -3.414722  0.324
O: 4.681638 0.895945 3.366676  -0.605
C: 3.941791 -0.019535 3.620873  0.727
O: 3.345837 -0.064839 4.821089  -0.381
C: 2.335593 -1.022654 5.164250  -0.519
C: 2.932231 -2.346422 5.591058  -0.630
C: 3.732977 -1.151047 2.643241  -0.503
H: 1.618910 -1.132043 4.348557  0.347
H: 1.790629 -0.582582 5.998547  0.335
H: 3.507288 -2.806647 4.791299  0.227
H: 2.151839 -3.039662 5.889662  0.181
H: 3.614471 -2.197032 6.430604  0.325
H: 4.580712 -1.832523 2.706400  0.290
H: 3.683194 -0.726801 1.642799  -0.086
H: 2.812722 -1.708899 2.793316  0.306
O: 2.229529 -5.020971 4.580410  -0.521
C: 1.475730 -5.923536 4.827755  0.839
O: 0.866196 -5.955782 6.023329  -0.363
C: -0.159194 -6.895575 6.367416  -0.556
C: 0.422209 -8.221886 6.810859  -0.824
C: 1.261162 -7.056840 3.852271  -1.135
H: -0.873202 -7.002238 5.548434  0.392
H: -0.703431 -6.441883 7.194445  0.311
H: 0.999196 -8.696714 6.018257  0.240
H: -0.370013 -8.906119 7.114467  0.404
H: 1.100240 -8.077610 7.650139  0.244
H: 2.098760 -7.748434 3.930004  0.276
H: 1.232857 -6.639636 2.847965  0.321
H: 0.331941 -7.601917 3.997226  0.348
O: 2.377730 -10.459582 8.010426  -0.540
C: 2.760833 -10.537883 9.144536  0.814
O: 2.029589 -9.972319 10.122655  -0.380
C: 2.311002 -10.129611 11.516114  -0.425
C: 3.380289 -9.164132 11.984833  -0.978
C: 4.081092 -11.189236 9.484208  -1.045
H: 2.554880 -11.168440 11.745021  0.376
H: 1.375322 -9.910705 12.028119  0.322
H: 4.328469 -9.332968 11.474304  0.274
H: 3.544508 -9.266590 13.057820  0.367
H: 3.080885 -8.138129 11.770176  0.304
H: 4.883946 -10.484786 9.271559  0.263
H: 4.199174 -12.067025 8.853038  0.318
H: 4.162492 -11.525229 10.515004  0.334

Cartesian forces (eV/Å) of the 2 atoms listed first:
0.3 0.1 -0.4
-1.0 -0.5 0.9

## Properties
* SMILES string: CCc1cc(C[C@@H](C)F)c(Cl)c2c1C(=O)C=C(N)C2=O.CCOC(C)=O.CCOC(C)=O.CCOC(C)=O.CCOC(C)=O.CCOC(C)=O.CCOC(C)=O.CCOC(C)=O

***

No. 3
The following is a DFT calculation (ωB97M-V/def2-TZVPD) of a cluster of 5 separate species, C15H40Br2N2O6PS4 in total.

Last column: Mulliken charge in e.
Positions of all 70 atoms, in Å:
C: 4.518977 -2.712875 -1.084200  -0.688
N: 3.208334 -2.468235 -1.665269  -0.004
C: 2.996053 -1.099274 -2.182856  -1.179
P: 1.855552 -0.021279 -1.117794  0.987
N: 0.746266 0.957450 -0.044727  -0.427
C: 0.901273 -1.583964 -0.403893  -0.378
Br: 1.416836 -2.242632 1.314462  -0.180
C: -0.111852 -2.230944 -0.943009  0.606
C: -0.930935 -3.373695 -0.424754  -1.390
Br: -0.748392 -1.772489 -2.693190  -0.228
O: 3.080038 -0.141148 0.153402  -0.326
C: 4.078540 0.804664 0.112397  -0.607
C: 3.799708 1.842625 -0.994971  -0.532
O: 2.616730 1.476283 -1.652331  -0.543
H: 4.884170 -1.802951 -0.609202  0.136
H: 4.456164 -3.477322 -0.300243  0.179
H: 5.273212 -3.045047 -1.815517  0.299
H: 3.072170 -3.108079 -2.435848  0.258
H: 2.594066 -1.164221 -3.199642  0.433
H: 3.960019 -0.574542 -2.242661  0.351
H: 0.927273 0.182536 -2.158813  0.050
H: 1.078591 1.903675 0.085670  0.058
H: 0.626222 0.532179 0.867721  0.160
H: -1.992920 -3.115915 -0.448965  0.343
H: -0.661792 -3.590330 0.610669  0.350
H: -0.775555 -4.268886 -1.032457  0.294
H: 4.203129 1.306334 1.084930  0.293
H: 5.065209 0.349075 -0.097749  0.155
H: 3.683590 2.861709 -0.604963  0.323
H: 4.627695 1.838368 -1.718184  0.304
C: 4.208017 -5.315756 3.529185  -0.993
S: 2.437347 -5.148073 3.269417  0.651
O: 1.949925 -4.197998 4.297819  -0.627
C: 2.008682 -6.792412 3.867753  -1.015
H: 4.659098 -4.363347 3.258361  0.287
H: 4.401834 -5.537816 4.578867  0.363
H: 4.597137 -6.103960 2.884212  0.341
H: 2.354962 -6.908012 4.895159  0.295
H: 2.459479 -7.544045 3.219052  0.330
H: 0.924679 -6.875067 3.828921  0.316
C: -2.709121 1.240623 0.917526  -0.670
S: -2.302286 2.968992 0.730232  0.476
O: -0.986567 3.183919 1.390601  -0.606
C: -3.521975 3.647397 1.864327  -0.813
H: -1.981412 0.696413 0.313469  0.094
H: -2.608140 0.963200 1.967599  0.305
H: -3.725162 1.074013 0.562741  0.358
H: -3.371126 3.207280 2.851290  0.277
H: -4.532801 3.448980 1.508338  0.218
H: -3.340801 4.720700 1.907740  0.351
C: 1.763686 4.778043 -4.660117  -0.875
S: 0.230022 4.167438 -3.950304  0.570
O: -0.843987 5.108454 -4.384612  -0.681
C: 0.635871 4.567606 -2.252603  -0.317
H: 1.695879 4.657886 -5.739431  0.316
H: 1.884770 5.832150 -4.408342  0.291
H: 2.591619 4.185099 -4.271116  0.282
H: 0.818299 5.640957 -2.180224  0.417
H: 1.509818 3.994164 -1.939058  -0.010
H: -0.210040 4.290014 -1.628066  -0.002
C: -7.835219 0.152217 0.464018  -0.975
S: -7.327156 1.857828 0.234203  0.422
O: -5.972432 1.973716 0.836087  -0.513
C: -8.470986 2.567705 1.423157  -0.982
H: -7.193213 -0.462794 -0.162812  0.320
H: -7.707077 -0.123879 1.510322  0.307
H: -8.873820 0.037996 0.153398  0.384
H: -8.298723 2.118711 2.401076  0.305
H: -9.493975 2.393978 1.089252  0.390
H: -8.273473 3.636620 1.464573  0.313

Cartesian forces (eV/Å) of the 2 atoms listed first:
0.0 -0.1 0.1
0.2 0.1 -0.4

## Properties
* charge: -1

***

The following LUMO energy values (in eV) correspond, in order, to the records above: -1.92; -0.64; 1.89.
The following gap between HOMO and LUMO values (in eV) correspond, in order, to the records above: 4.947; 8.506; 6.086.
The following strongest force on any atom values (in eV/Å) correspond, in order, to the records above: 1.59; 2.07; 1.42.